1.
Formula: C6H9N
Source: OMol25
Level of theory: ωB97M-V/def2-TZVPD

Structure (XYZ):
```
16
C6H9N (ωB97M-V/def2-TZVPD)
C 0.044 1.542 0.803
C 0.914 0.753 0.149
C -1.933 0.732 0.660
C 0.002 -1.607 0.336
C 1.988 0.564 -0.564
C 0.094 -2.289 -0.807
N -2.826 1.265 0.095
H -3.130 2.090 -0.397
H 0.043 1.521 1.886
H -0.245 2.487 0.363
H 0.529 -1.948 1.217
H -0.855 -0.937 0.533
H 2.119 -0.321 -1.172
H 2.857 1.204 -0.462
H -0.370 -1.932 -1.715
H 0.769 -3.124 -0.928
```

## Properties
**Total charge**: 0

***

2.
Formula: C4H10O2
Source: OMol25
Level of theory: ωB97M-V/def2-TZVPD

Structure (XYZ):
```
16
C4H10O2 (ωB97M-V/def2-TZVPD)
H 1.482 -0.307 1.363
H 1.908 -0.103 0.787
C -0.887 1.320 -0.641
C -0.914 0.433 0.350
O -1.225 -0.869 0.151
C -1.153 -1.696 1.299
H -1.128 1.029 -1.659
H -0.622 2.350 -0.436
H -0.684 0.712 1.379
H -1.688 -1.246 2.145
H -1.631 -2.640 1.032
H -0.113 -1.889 1.591
C 1.658 0.723 -1.842
O 2.640 0.836 -1.151
H 1.090 -0.223 -1.930
H 1.267 1.568 -2.439
```

## Properties
**SMILES**: [H][H].C=COC.C=O
**Total charge**: 0

***

3.
Formula: C26H28N6O2SSeSr
Source: OMol25
Level of theory: ωB97M-V/def2-TZVPD

Structure (XYZ):
```
65
C26H28N6O2SSeSr (ωB97M-V/def2-TZVPD)
Sr -0.409 -0.171 0.787
C -4.303 -6.134 -1.672
C -3.783 -4.792 -1.224
C -4.474 -3.615 -1.490
C -3.996 -2.375 -1.079
C -4.842 -1.122 -1.222
N -4.536 -0.279 -2.331
C -3.210 0.143 -2.780
C -2.932 1.639 -2.589
C -2.707 1.978 -1.130
N -2.729 3.431 -0.873
C -2.618 4.070 0.265
C -2.184 3.662 1.549
C -2.682 4.428 2.641
C -2.376 4.146 3.938
C -2.983 4.899 5.096
C -1.456 3.093 4.159
C -0.886 2.347 3.164
C 0.092 1.316 3.581
N 0.582 0.391 2.859
C 1.513 -0.582 3.437
C 0.925 -2.015 3.468
C 0.937 -2.833 2.151
N -0.241 -2.569 1.308
C -0.854 -3.539 0.771
C -2.087 -3.479 -0.066
C -2.600 -4.697 -0.500
C -2.792 -2.322 -0.409
O -2.345 -1.098 -0.034
C -1.233 2.616 1.777
O -0.650 2.035 0.826
H -5.265 -6.035 -2.174
H -4.437 -6.808 -0.824
H -3.611 -6.614 -2.366
H -5.421 -3.662 -2.019
H -5.877 -1.435 -1.324
H -5.264 0.392 -2.519
H -3.112 -0.079 -3.843
H -2.440 -0.435 -2.273
H -3.775 2.209 -3.004
H -2.042 1.900 -3.168
H -1.750 1.602 -0.806
H -3.482 1.532 -0.508
H -3.025 4.000 -1.652
H -2.962 5.099 0.198
H -3.362 5.249 2.425
H -3.314 5.891 4.790
H -2.264 5.022 5.908
H -3.849 4.372 5.504
H -1.169 2.872 5.185
H 0.417 1.402 4.625
H 1.805 -0.291 4.450
H 2.419 -0.588 2.825
H -0.099 -1.971 3.846
H 1.512 -2.577 4.195
H 0.993 -3.897 2.398
H 1.835 -2.584 1.576
H -0.479 -4.560 0.920
H -2.054 -5.604 -0.251
S 0.698 -0.481 -1.840
C 1.506 0.988 -1.641
N 2.055 2.000 -1.488
Se -4.959 -0.281 0.632
C -3.088 -0.447 1.150
N -2.494 -0.036 2.115
```

## Properties
**Total charge**: 0

***

4.
Formula: C12H34IN5O4P
Source: OMol25
Level of theory: ωB97M-V/def2-TZVPD

Structure (XYZ):
```
57
C12H34IN5O4P (ωB97M-V/def2-TZVPD)
C -0.466 5.579 3.872
N -0.235 4.085 3.868
C -1.559 3.308 3.964
N -2.122 2.897 2.627
C -1.664 1.765 2.006
N -2.356 1.428 0.668
C -1.350 1.267 -0.448
C 0.009 0.438 -0.053
C 1.173 0.952 -1.139
C 1.594 -0.199 -2.231
C 2.737 0.512 -3.222
I 2.318 -2.077 -1.376
C 0.508 0.905 1.436
P 1.927 -0.206 2.164
N 1.352 -1.930 2.072
O 3.405 -0.019 1.236
N -0.631 0.791 2.471
H -1.566 5.915 4.085
H 0.283 6.050 4.672
H -0.124 6.036 2.831
H 0.366 3.899 4.710
H -2.337 3.944 4.607
H -1.330 2.351 4.640
H -2.881 3.499 2.215
H -3.003 2.197 0.385
H -1.150 2.352 -0.882
H -1.865 0.667 -1.342
H -0.168 -0.729 -0.162
H 2.111 1.381 -0.544
H 0.780 1.880 -1.780
H 0.652 -0.440 -2.910
H 3.252 -0.284 -3.928
H 3.520 1.061 -2.512
H 2.256 1.358 -3.905
H 0.857 2.040 1.425
H 2.065 -2.437 2.678
H 0.478 -1.944 2.678
H 3.905 -0.893 1.288
H -0.168 1.013 3.371
C -0.155 -2.490 -5.766
O -0.493 -2.463 -4.392
H -1.043 -2.252 -6.356
H 0.622 -1.748 -5.967
H 0.201 -3.488 -6.035
H 0.315 -2.678 -3.895
C -3.677 -1.435 -4.169
O -4.547 -1.654 -5.264
H -4.160 -0.757 -3.462
H -3.468 -2.386 -3.673
H -2.747 -0.985 -4.525
H -4.092 -2.260 -5.874
C 1.952 -5.883 3.082
O 2.044 -4.680 3.823
H 0.987 -5.911 2.570
H 2.756 -5.919 2.342
H 2.027 -6.736 3.760
H 2.910 -4.683 4.266
```

## Properties
**Total charge**: +1

***

What are the relative energy (zero: lowest compared OMol25 entry of this formula, charge and spin) values for these records? In order: 142.5; 80.6; 35.1; 130.1 kcal per mole.
What are the energy values for these records? In order: -7851.9812; -8402.0526; -117469.8490; -46012.9515 eV.
What are the HOMO values for these records? In order: -8.25; -9.03; -7.47; -10.65 eV.